No. 1
Below is a 2-piece molecular cluster, C5H13N2OP overall, with properties calculated with wB97M-V/def2-TZVPD.

F_max = 1.9 eV Å⁻¹
Total charge = 0
Orbital gap (spin up / spin down) = 7.45 / 7.21 eV
E_HOMO (spin up / spin down) = -6.6714 / -6.2892 eV
Energy above the lowest of the compared OMol25 structures with the same formula, charge and spin = 101.5 kcal/mol
Electronic energy = -724.284395 a.u.

```
22
Properties=species:S:1:pos:R:3:mulliken_charge:R:1
N 2.06 -1.77 0.33 -0.83
H 2.15 -0.83 -2.35 0.30
H 0.85 -2.03 -2.08 0.35
H -2.34 0.04 0.15 0.31
H -0.49 1.35 2.93 0.22
H -1.74 0.35 3.71 0.29
H -0.85 -0.34 -2.06 0.22
N 1.32 -0.85 -0.41 0.48
C -1.57 1.23 3.09 -0.56
H -1.64 -0.86 1.60 0.34
C 1.18 -1.00 -1.85 -0.57
C 0.42 1.27 -1.40 -0.83
H 0.23 0.27 -3.33 0.35
C 0.15 0.04 -2.27 -0.55
H 1.60 -2.68 0.30 0.23
O -2.22 1.13 1.85 -0.34
H 3.00 -1.87 -0.05 0.22
P 0.85 0.61 0.30 0.00
H -1.98 2.11 3.59 0.24
H 1.27 1.84 -1.78 0.40
H -0.44 1.93 -1.34 0.37
C -1.80 0.08 1.08 -0.66
```

=====

No. 2
Below is C33H34CuN3O4SeSi as an isolated structure, with properties calculated with wB97M-V/def2-TZVPD.

F_max = 0.3 eV Å⁻¹
Total charge = -2
Orbital gap = 4.97 eV
E_HOMO = -0.9278 eV
Energy above the lowest of the compared OMol25 structures with the same formula, charge and spin = 87.2 kcal/mol
Electronic energy = -6074.441035 a.u.

```
77
Properties=species:S:1:pos:R:3:mulliken_charge:R:1
C -2.81 2.15 -1.69 0.70
H 5.00 0.26 -1.57 0.39
H 1.18 2.14 4.48 0.27
C 2.02 1.88 5.11 -1.53
C -1.10 4.31 -2.40 -1.07
H 1.79 -3.01 7.32 0.28
C -1.92 0.52 0.34 -0.20
C 4.36 0.88 -0.93 -1.46
H 2.88 1.92 4.44 0.34
H 2.16 -0.08 9.67 0.33
C 1.69 1.27 -3.37 -0.66
C 1.76 -0.63 4.90 0.06
C 1.51 0.14 -5.49 -0.37
C -3.17 3.05 -2.75 0.06
H -1.12 -0.96 -4.21 0.34
H 2.50 -3.33 4.06 0.32
H -5.96 -0.35 -3.50 0.39
H 1.01 2.21 -5.18 0.36
H 3.24 -1.74 0.61 0.29
C -2.98 -1.93 -3.78 0.95
H 3.71 -2.08 -1.07 0.38
H -3.91 -0.31 0.38 0.39
C 1.93 -0.90 7.69 0.72
H 1.09 -1.48 9.60 0.30
H -4.71 1.14 -1.45 0.57
H -2.10 1.29 -4.31 0.48
C -2.18 -0.82 -4.06 -0.27
H 1.56 2.17 -2.78 0.19
H 2.63 -1.95 -3.08 0.22
H 2.84 -1.70 9.49 0.32
C -1.53 2.25 -1.11 0.63
C 2.92 -1.64 -0.43 -1.23
H 4.81 0.91 0.07 0.29
C -4.89 -0.48 -3.65 -0.38
C 2.01 -1.05 9.19 -1.43
H -3.90 -4.49 -3.96 0.33
H 4.37 1.90 -1.32 0.32
C 1.90 0.51 5.71 1.00
Se 1.67 -0.47 2.98 0.40
H -0.47 5.16 -2.64 0.38
H -2.69 4.87 -3.72 0.37
C -4.34 -1.76 -3.58 -0.60
C -0.59 3.34 -1.48 0.82
Cu 1.01 1.41 0.29 -0.42
O 0.30 0.69 2.87 -0.29
C 1.60 -3.15 4.66 -1.68
C -2.34 4.15 -2.98 -0.17
C -4.11 0.63 -3.89 -0.36
C 1.38 1.29 -4.72 -0.57
H -1.51 -0.12 1.12 0.53
H 2.15 2.63 5.90 0.36
C -2.74 0.44 -4.12 -0.02
C -3.24 0.41 -0.09 -1.01
C 2.16 0.12 -2.73 0.60
H 1.25 0.14 -6.54 0.32
H -2.39 -5.08 -3.23 0.24
C 1.73 -1.90 5.49 1.08
Si 2.56 0.20 -0.84 0.76
H -4.99 -2.60 -3.36 0.32
N -1.10 1.42 -0.15 -0.45
C 1.82 -2.02 6.88 -0.89
O 0.72 1.96 2.28 -0.59
H 2.05 -1.94 -5.46 0.34
H 0.78 -3.07 3.95 0.36
H 2.02 -2.25 -0.55 0.27
O 0.54 3.39 -0.96 -0.77
N -4.76 1.89 -4.04 -0.74
O -2.33 -3.14 -3.73 -0.44
C 1.98 0.35 7.09 -1.04
H 2.08 1.23 7.71 0.19
C -3.08 -4.24 -3.28 -0.93
N -4.26 2.97 -3.62 -0.57
H -3.49 -4.06 -2.28 0.37
C -3.69 1.21 -1.11 -0.43
H 1.45 -4.02 5.31 0.35
C 2.28 -1.03 -3.53 -0.09
C 1.96 -1.03 -4.88 -0.61
```

=====

No. 3
Below is a 2-piece molecular cluster, C3H6NP overall, with properties calculated with wB97M-V/def2-TZVPD.

F_max = 4.3 eV Å⁻¹
Total charge = 0
Orbital gap = 8.40 eV
E_HOMO = -8.8389 eV
Structure (SMILES) = C=C=N.C=P
Energy above the lowest of the compared OMol25 structures with the same formula, charge and spin = 64.8 kcal/mol
Electronic energy = -513.866450 a.u.

```
11
Properties=species:S:1:pos:R:3:mulliken_charge:R:1
P 1.53 -0.68 -0.22 -0.04
C -1.92 -1.22 -0.08 -0.82
H 1.55 -1.02 1.14 0.02
H 1.93 1.61 0.71 0.46
H 1.93 1.35 -1.06 0.38
H -2.25 -1.82 -0.93 0.25
H -1.93 -1.65 0.92 0.26
H 0.00 1.39 0.04 0.37
C -1.40 -0.06 -0.21 0.50
N -1.22 1.14 -0.23 -0.53
C 1.77 0.95 -0.09 -0.87
```

=====

No. 4
Below is a 5-piece molecular cluster, H10O5 overall, with properties calculated with wB97M-V/def2-TZVPD.

F_max = 0.6 eV Å⁻¹
Total charge = 0
Orbital gap = 10.87 eV
E_HOMO = -10.9281 eV
Structure (SMILES) = O.O.O.O.O
Energy above the lowest of the compared OMol25 structures with the same formula, charge and spin = 22.1 kcal/mol
Electronic energy = -382.188960 a.u.

```
15
Properties=species:S:1:pos:R:3:mulliken_charge:R:1
O 14.69 5.23 -46.68 -0.65
O 12.25 7.54 -51.32 -0.63
H 13.24 8.10 -48.10 0.29
H 14.96 5.57 -45.82 0.31
O 14.05 7.93 -47.62 -0.75
H 14.54 6.02 -47.22 0.37
H 15.91 10.34 -48.83 0.36
H 16.15 9.65 -46.10 0.32
O 16.17 9.41 -48.80 -0.71
H 14.73 8.48 -48.08 0.42
H 12.79 6.76 -51.17 0.33
O 15.26 9.89 -45.81 -0.66
H 16.19 9.12 -49.72 0.32
H 14.67 9.42 -46.42 0.38
H 11.83 7.71 -50.47 0.31
```

=====

No. 5
Below is a 2-piece molecular cluster, C4H10S overall, with properties calculated with wB97M-V/def2-TZVPD.

F_max = 1.4 eV Å⁻¹
Total charge = 0
Orbital gap = 9.62 eV
E_HOMO = -8.5367 eV
Structure (SMILES) = C=C.CSC
Energy above the lowest of the compared OMol25 structures with the same formula, charge and spin = 38.0 kcal/mol
Electronic energy = -556.521413 a.u.

```
15
Properties=species:S:1:pos:R:3:mulliken_charge:R:1
C -2.62 -1.33 1.31 -0.49
H 2.05 -0.51 -1.93 0.29
C 2.09 -0.14 -0.90 -0.84
H 2.91 0.54 -0.71 0.28
H -2.26 -0.57 1.99 0.23
H -2.27 -2.83 -0.03 0.20
H -3.70 -1.46 1.36 0.25
C -1.82 -2.25 0.77 -0.47
H 0.67 2.65 -1.58 0.30
H 2.23 -1.08 -0.36 0.27
H -0.80 -2.43 1.06 0.29
S 0.54 0.55 -0.18 0.03
H 1.88 2.44 -0.31 0.26
H 0.33 2.94 0.15 0.33
C 0.83 2.29 -0.57 -0.92
```

=====

No. 6
Below is C5H6OS2 as an isolated structure, with properties calculated with wB97M-V/def2-TZVPD.

F_max = 3.3 eV Å⁻¹
Total charge = 0
Orbital gap = 8.64 eV
E_HOMO = -8.5627 eV
Energy above the lowest of the compared OMol25 structures with the same formula, charge and spin = 30.8 kcal/mol
Electronic energy = -1065.679648 a.u.

```
14
Properties=species:S:1:pos:R:3:mulliken_charge:R:1
H 2.28 1.27 0.65 0.32
H 0.55 -1.49 1.93 0.32
C 1.50 -0.68 0.03 -0.02
C -0.87 0.00 0.20 0.17
S 0.00 -1.15 -0.90 -0.15
H 1.92 -0.31 2.16 0.30
C 1.45 0.82 0.03 -0.26
S -2.42 0.31 0.11 -0.29
H -0.03 1.38 1.75 0.46
C 1.10 -0.64 1.52 -0.77
H 2.43 -1.17 -0.40 0.40
C 0.26 0.59 1.03 -0.34
H 0.87 2.28 -0.99 0.34
O 1.26 1.38 -1.17 -0.48
```

=====

No. 7
Below is a 2-piece molecular cluster, C7H9ClN2O4 overall, with properties calculated with wB97M-V/def2-TZVPD.

F_max = 5.4 eV Å⁻¹
Total charge = 0
Orbital gap = 8.10 eV
E_HOMO = -7.5225 eV
Structure (SMILES) = COC1=N[C@@H]2[C@H](N1)[C@@]2(Cl)OC.O=C=O
Energy above the lowest of the compared OMol25 structures with the same formula, charge and spin = 40.2 kcal/mol
Electronic energy = -1142.698181 a.u.

```
23
Properties=species:S:1:pos:R:3:mulliken_charge:R:1
O -2.83 0.16 0.14 -0.42
N -1.20 0.67 -1.43 -0.06
O -2.28 -1.70 -2.84 -0.34
Cl 0.65 -1.71 -0.77 -0.28
H 3.29 -1.27 0.07 0.25
H 0.67 1.70 -2.00 0.47
C 0.44 1.03 -0.07 -0.25
H 1.08 1.71 0.41 0.53
N -0.67 0.69 0.66 -0.60
C -3.08 -0.41 1.52 -0.73
H 3.32 0.57 0.27 0.23
C 1.16 -0.15 -0.84 0.62
H -4.09 -0.80 1.46 0.24
O 2.50 -0.13 -1.46 -0.40
H 4.43 -0.34 -1.06 0.22
H -2.95 0.38 2.24 0.32
H -1.63 0.67 -2.33 0.21
O -1.94 -3.81 -2.10 -0.36
C -2.09 -2.77 -2.52 0.70
H -2.39 -1.16 1.74 0.37
C 3.53 -0.30 -0.44 -0.51
C 0.11 1.05 -1.46 -0.69
C -1.64 0.42 -0.15 0.49
```

=====

No. 8
Below is one molecule with the formula H5N4OP, with properties calculated with wB97M-V/def2-TZVPD.

F_max = 3.9 eV Å⁻¹
Total charge = 0
Orbital gap (spin up / spin down) = 7.75 / 7.68 eV
E_HOMO (spin up / spin down) = -7.3640 / -7.4218 eV
Energy above the lowest of the compared OMol25 structures with the same formula, charge and spin = 103.4 kcal/mol
Electronic energy = -638.421270 a.u.

```
11
Properties=species:S:1:pos:R:3:mulliken_charge:R:1
N 0.04 -1.21 -0.10 -0.26
N -0.13 1.34 -0.09 0.74
H -0.86 -1.10 -0.55 0.27
P 0.08 0.09 1.04 -0.09
N 0.38 -2.57 0.32 -0.50
H 1.38 -2.57 0.30 0.26
H -0.43 1.84 -2.02 0.25
H -0.11 -2.78 1.17 0.24
H 0.27 2.93 1.03 0.36
O -0.28 2.84 0.20 -0.49
N -0.35 1.18 -1.30 -0.78
```

=====

No. 9
Below is a 4-piece molecular cluster, C11H20N2O3 overall, with properties calculated with wB97M-V/def2-TZVPD.

F_max = 6.3 eV Å⁻¹
Total charge = 0
Orbital gap = 7.30 eV
E_HOMO = -7.3809 eV
Energy above the lowest of the compared OMol25 structures with the same formula, charge and spin = 410.9 kcal/mol
Electronic energy = -765.770544 a.u.

```
36
Properties=species:S:1:pos:R:3:mulliken_charge:R:1
H 0.19 -0.91 -1.14 0.52
H -1.12 3.88 -0.29 0.39
H 4.29 -0.65 -1.97 0.25
H 4.16 -1.45 0.91 0.28
O -1.77 3.01 -0.17 -0.53
H -0.36 -1.34 0.82 0.09
C 3.40 -0.53 0.84 -0.52
H -2.96 -2.84 1.77 0.15
C -3.73 -1.14 -1.03 -1.89
H 2.43 0.58 -2.18 0.18
H 4.54 0.93 -0.32 0.59
H 3.13 1.45 -0.07 0.05
C -3.11 -1.10 0.28 0.84
C -1.44 0.47 -0.40 -0.43
H -3.06 -0.85 -1.82 0.43
O 0.35 2.31 0.00 -0.53
H -4.06 -1.26 0.98 0.40
C -0.79 1.98 -0.11 0.33
H -2.36 -3.11 -1.27 0.08
C 1.96 -1.19 0.33 0.28
C 3.21 -0.20 -1.51 -0.33
H -3.14 1.25 0.15 0.36
H -4.16 -2.13 -1.54 0.37
C -2.53 0.30 0.51 -0.78
C -2.10 -2.24 0.43 -1.08
C 0.70 -0.36 0.86 -0.18
H -1.72 0.63 -1.43 0.58
H -1.89 0.26 1.48 0.37
H 1.70 -2.15 0.89 0.42
N 2.10 -1.25 -1.03 -0.48
H 2.00 -2.27 -1.55 0.27
H 3.35 0.16 1.82 0.26
N -0.20 -0.36 -0.20 0.21
H -4.57 -0.41 -1.07 0.36
O 0.77 0.05 2.05 -0.63
C 3.66 0.42 -0.31 -0.69
```

=====

No. 10
Below is CaH8N4O16 as an isolated structure, with properties calculated with wB97M-V/def2-TZVPD.

F_max = 7.9 eV Å⁻¹
Total charge = -2
Orbital gap = 7.71 eV
E_HOMO = -2.8330 eV
Energy above the lowest of the compared OMol25 structures with the same formula, charge and spin = 0.0 kcal/mol
Electronic energy = -2105.062691 a.u.

```
29
Properties=species:S:1:pos:R:3:mulliken_charge:R:1
N 3.31 1.19 0.00 0.84
O -1.14 -2.01 1.12 -0.49
H -2.93 0.41 -1.08 0.23
N -1.13 3.18 1.28 1.08
O 1.36 -1.69 -0.09 -0.36
O -0.97 -1.34 -1.88 -0.47
O -2.29 0.64 -0.41 -0.49
O 3.95 1.56 -1.02 -0.70
Ca -0.07 0.15 0.08 1.97
N -1.14 -2.98 1.82 0.90
O -0.84 -1.46 -3.96 -0.68
O -0.11 -3.61 2.04 -0.72
O 0.97 -0.07 2.37 -0.47
H -2.47 1.56 -0.22 0.38
O -0.48 4.16 1.64 -0.70
O 2.10 1.16 0.10 -0.59
H 1.76 0.48 2.30 0.30
H 1.70 -2.41 0.44 0.19
O -0.70 2.12 1.51 -0.62
H 0.27 2.53 -2.03 0.20
O -0.01 1.69 -1.68 -0.49
O -2.17 -3.29 2.37 -0.70
H 1.27 -0.86 2.80 0.25
O -2.00 3.22 0.44 -0.80
O -1.96 -2.93 -2.80 -0.64
H 1.74 -1.82 -0.95 0.19
O 3.88 1.00 1.03 -0.66
N -1.23 -1.95 -2.91 0.77
H -0.67 1.38 -2.30 0.28
```

=====

No. 11
Below is a 8-piece molecular cluster, C5H27NO9 overall, with properties calculated with wB97M-V/def2-TZVPD.

F_max = 2.6 eV Å⁻¹
Total charge = 0
Orbital gap = 10.31 eV
E_HOMO = -10.0694 eV
Structure (SMILES) = N[C@H](CO)CCCO.O.O.O.O.O.O.O
Energy above the lowest of the compared OMol25 structures with the same formula, charge and spin = 59.4 kcal/mol
Electronic energy = -938.582147 a.u.

```
42
Properties=species:S:1:pos:R:3:mulliken_charge:R:1
H 1.46 1.61 -0.29 0.22
H 0.49 -3.63 0.50 0.32
C 0.80 -0.20 -2.14 -0.56
C 0.83 -0.37 -0.65 0.87
H 0.37 -0.81 2.91 0.31
H -0.44 -2.51 0.53 0.34
O 1.84 0.41 1.37 -0.45
H -0.47 -0.01 0.88 -0.06
H 1.81 -0.27 -2.54 0.47
C -0.24 -2.47 -2.80 -0.64
H -4.21 0.58 1.50 0.31
H 3.01 -1.15 1.51 0.35
O 0.42 2.79 2.66 -0.70
O -1.87 3.23 1.63 -0.59
H 0.44 0.81 -2.37 0.04
H -0.12 3.36 -2.13 0.31
H 0.35 -0.78 -4.08 0.42
H -1.11 -2.88 -3.33 0.28
H -1.05 -0.48 -3.07 0.32
H 0.32 2.55 -1.04 0.14
O -0.67 -2.74 -1.42 -0.59
H -0.24 3.38 3.04 0.30
H -1.35 3.32 0.81 0.32
H -0.81 -1.89 -1.00 0.51
H -3.08 1.09 2.36 0.32
O -3.73 1.40 1.72 -0.65
H 2.83 0.56 -0.44 0.26
H -1.02 0.52 -0.52 0.23
H 0.60 -3.16 -2.93 0.35
H 0.04 1.91 2.63 0.31
H 2.18 -2.51 1.24 0.35
C -0.10 -1.02 -3.12 -0.74
H 1.71 1.31 1.74 0.28
O 0.33 -2.83 1.02 -0.68
H 1.21 -1.37 -0.46 0.43
H -0.97 -1.37 2.35 0.33
C 1.83 0.62 -0.04 -0.91
O -0.51 2.91 -1.40 -0.65
H -2.79 3.12 1.34 0.32
N -0.53 -0.27 -0.10 -0.41
O -0.60 -0.69 2.92 -0.66
O 3.05 -2.08 1.22 -0.70
```

=====

No. 12
Below is C35H69AlBr3ClN3O11 as an isolated structure, with properties calculated with wB97M-V/def2-TZVPD.

F_max = 4.5 eV Å⁻¹
Total charge = -1
Orbital gap = 0.86 eV
E_HOMO = -3.1723 eV
Electronic energy = -10790.697801 a.u.

```
123
Properties=species:S:1:pos:R:3:mulliken_charge:R:1
C 5.98 5.03 -5.39 -0.21
C -0.32 2.16 -2.73 0.04
H -1.70 -1.73 -1.45 0.32
H -0.19 3.03 -1.94 0.11
C -1.55 -5.25 2.78 0.18
H 6.47 -1.61 5.31 0.30
N 4.49 -2.58 3.51 0.21
O 0.70 3.47 -4.65 -0.31
H 1.94 -2.32 -2.34 0.32
C 5.83 -0.90 4.80 -1.54
O -4.25 2.83 -0.94 -0.34
Br 5.67 2.50 -6.71 -0.10
Cl 3.45 -6.39 5.02 -0.49
H -0.96 -1.76 2.77 0.76
C 4.46 -1.49 4.49 -0.02
H -0.07 -0.09 -2.86 0.10
H -2.73 -1.06 6.67 0.42
Br 4.20 5.17 -4.63 -0.15
H -5.70 -2.34 -1.91 0.30
H -1.89 -4.86 3.74 0.28
H 0.97 1.31 -4.41 0.39
C -2.90 2.30 -0.56 -0.14
C -5.00 -0.08 -2.07 -0.66
H -2.40 5.57 -2.92 0.39
H -2.15 3.13 -0.88 0.04
C 5.13 -4.45 5.14 -0.83
C -3.19 -6.80 2.11 -0.45
H 5.72 -0.03 5.45 0.45
H -1.08 -7.15 1.92 0.28
H 5.34 -4.44 3.00 0.28
H -4.47 0.35 0.10 0.34
C -1.20 -1.44 3.77 -0.75
H -0.41 0.35 6.38 0.47
H -2.39 0.33 1.70 0.03
H 3.84 -0.68 4.09 0.29
H 4.97 -3.77 5.98 0.23
C -7.24 -1.02 -3.10 -0.35
H 2.71 -2.05 2.56 0.26
N -1.20 0.35 -0.94 0.95
H 5.14 4.84 -7.40 0.35
H -1.51 -1.34 0.39 0.21
C -0.70 1.08 0.33 -0.49
H 2.41 -4.56 4.26 -0.22
H -3.35 -7.70 1.50 0.35
H 2.10 -2.94 4.92 -0.18
H 0.18 -2.26 -3.02 0.33
N -0.38 -0.57 4.45 0.23
C -2.60 0.81 -1.27 -0.24
C -1.85 1.36 1.44 -0.09
H 0.47 -2.61 0.15 0.09
O -2.37 -3.57 1.24 -0.42
H 6.89 4.57 -7.29 0.36
H 3.27 -3.65 2.17 0.28
Al -4.65 7.41 -3.46 0.11
H 2.00 2.37 -3.20 0.29
C 7.36 7.92 -4.02 0.89
O 2.96 -3.49 7.13 -0.73
H 6.01 -5.06 5.38 0.46
H -6.75 -0.41 -4.00 0.30
H 6.40 -3.35 3.82 0.40
O -2.89 2.25 0.91 -0.40
H -3.08 -2.41 4.35 0.54
H 6.36 6.06 -5.43 -0.03
H 0.16 0.48 0.88 0.16
H -8.95 -0.05 -3.37 0.31
C 5.37 -3.71 3.82 -0.72
H -0.20 2.13 0.06 0.44
H -4.42 -0.35 -3.04 0.28
H 1.35 -1.05 -0.42 0.33
H -6.67 -1.03 -0.81 0.29
H -2.78 1.02 -2.44 0.42
C -2.08 -1.04 5.81 -0.77
O 6.65 8.86 -3.66 -0.42
C -0.13 0.72 -1.99 -0.50
H -3.55 4.66 0.15 0.28
H -7.52 -2.09 -3.50 0.29
H -5.60 0.93 -2.12 0.17
H 2.13 -3.09 6.96 0.17
C -4.37 4.25 -0.58 -0.76
H -1.65 -7.28 3.59 0.35
C 5.94 4.43 -6.78 -0.70
H -0.50 -4.99 2.60 -0.07
C -2.26 -1.75 4.59 -0.44
O 7.66 7.67 -5.18 -0.57
H -4.69 5.29 -3.86 0.22
H -1.27 2.27 -3.40 0.13
C -2.43 -4.70 1.69 0.26
C -4.44 5.25 -1.89 0.31
C -0.91 -0.32 5.69 -0.70
C 0.97 2.32 -3.77 -0.67
H 2.25 2.41 -5.80 0.26
H 3.99 -1.80 5.43 0.28
H 2.27 4.31 -5.84 0.00
H -2.36 6.04 -1.04 0.33
H 6.33 -0.57 3.88 0.34
C 3.16 -2.95 3.01 -0.78
C 0.44 -1.77 -0.70 -0.14
H -3.71 -1.22 -0.61 0.17
O -4.84 4.59 -3.14 -0.41
H 1.16 -3.54 3.55 -0.43
H -3.94 -6.78 2.91 0.25
H -3.19 7.23 -2.24 0.02
H 4.28 -5.13 5.07 0.26
H 0.48 -0.18 4.09 0.24
C 1.56 3.37 -5.85 -0.38
H 0.97 3.31 -6.86 0.20
C -3.87 -0.09 -0.83 -0.34
H 0.70 -3.79 -1.95 0.30
H -5.42 4.37 -0.03 0.27
C -6.15 -1.26 -1.85 -0.48
C -1.78 -6.73 2.65 -0.62
Br 5.85 -0.19 -6.54 -0.86
C 0.82 -2.62 -2.10 -1.08
H -1.41 1.75 2.46 0.35
H 0.92 0.83 -1.42 0.29
O -8.41 -0.30 -2.56 -0.53
C -3.00 6.08 -2.05 -0.54
C -1.03 -1.12 -0.68 -0.66
O 7.71 7.26 -3.04 -0.39
H -5.25 6.08 -1.67 0.25
O -3.34 -5.64 1.30 -0.41
C 2.16 -3.53 4.00 0.90
H 6.59 4.45 -4.69 0.43
```